Molecular formula: H15NO6
Method: DFT, ωB97M-V/def2-TZVPD

Gap between HOMO and LUMO = 11.6 eV
Multiplicity = 1
LUMO energy = 0.48 eV
Charge = 0
Energy above the lowest of the compared OMol25 structures with the same formula, charge and spin = 1.295 eV
HOMO energy = -11.130 eV
SMILES string = N.O.O.O.O.O.O

Positions of all 22 atoms, in Å:
N (0.150, -2.904, -3.528)
H (-0.311, -3.647, -3.029)
H (0.931, -3.300, -4.032)
H (-0.405, -2.507, -4.274)
O (-0.788, 1.637, 1.883)
H (-0.757, 2.075, 2.732)
H (-0.108, 0.982, 2.086)
O (1.262, -1.296, 0.756)
H (0.355, -1.608, 0.742)
H (1.365, -1.138, -0.201)
O (-1.273, 3.909, 5.148)
H (-2.191, 3.882, 5.461)
H (-0.941, 4.782, 5.189)
O (-2.269, 2.716, -0.933)
H (-1.781, 2.055, -0.442)
H (-2.236, 3.469, -0.356)
O (3.821, -2.542, -0.963)
H (3.855, -1.884, -0.248)
H (2.946, -2.431, -1.362)
O (-0.715, -0.849, -1.222)
H (-0.283, -1.435, -1.878)
H (-0.627, 0.033, -1.528)

Atomic forces in eV per Å
0.6 0.5 -0.1
-0.4 -0.1 -0.3
0.3 -0.2 0.3
-0.6 -0.1 0.3
0.5 -0.4 0.3
-0.6 0.8 0.4
0.1 -0.4 -0.8
0.3 0.0 -0.7
-0.4 0.0 0.3
0.0 0.2 0.7
-0.7 -1.9 -0.1
0.6 0.4 -0.1
0.2 1.4 0.2
-0.1 -0.3 -0.6
0.1 -0.3 0.3
0.0 0.6 0.4
-0.2 0.4 0.1
-0.1 -0.4 -0.3
0.3 -0.1 0.2
0.1 -1.8 0.2
-0.3 0.4 0.0
0.1 1.2 -0.6